Entry 1:
The following is a quantum chemistry calculation of C5H5NOS in the gas phase in a non-equilibrium geometry, from OMol25.

For the HOMO energy, the calculation gives -7.57 eV. The gap between HOMO and LUMO comes out at 8.258 eV. The total energy is -721.49438 a.u. As for the energy above the lowest of the compared OMol25 structures with the same formula, charge and spin: 141.35 kcal/mol.

Geometry (Å):
C 0.252 -1.530 -0.027
C -1.001 2.268 0.392
C 0.863 -1.920 1.102
C 1.019 0.508 0.876
C -0.451 0.541 -1.064
N 0.309 -0.119 -0.059
O -0.985 1.838 -0.826
S 1.730 -0.614 1.949
H -0.442 -1.946 -0.671
H -1.378 3.309 0.249
H 1.131 -2.915 1.285
H 0.173 0.707 -1.865
H -1.220 -0.128 -1.340

These are the Löwdin partial charges, in e, on atoms 1 to 8: -0.122, 0.052, -0.370, -0.422, -0.173, -0.221, -0.106, 0.955


Entry 2:
The following is a quantum chemistry calculation of C5H5NOS in the gas phase in a non-equilibrium geometry, from OMol25.

For the HOMO energy, the calculation gives -9.01 eV. The gap between HOMO and LUMO comes out at 9.096 eV. The total energy is -721.70657 a.u. As for the energy above the lowest of the compared OMol25 structures with the same formula, charge and spin: 8.20 kcal/mol. Its structure (SMILES) is OC(=S)n1cccc1.

Geometry (Å):
C -0.373 1.538 0.604
C -0.114 0.023 -1.314
C 0.236 -1.277 -1.463
C 0.501 -1.826 -0.155
C 0.287 -0.832 0.746
H -0.472 2.350 2.261
H -0.376 0.780 -1.991
H 0.336 -1.791 -2.408
H 0.783 -2.840 0.103
H 0.348 -0.814 1.831
N -0.081 0.315 0.052
O -0.251 1.482 1.939
S -0.822 2.892 -0.206

These are the Löwdin partial charges, in e, on atoms 1 to 8: -0.853, -0.079, -0.070, -0.067, -0.064, 0.087, 0.081, 0.099


Entry 3:
The following is a quantum chemistry calculation of a molecular structure, C5H5NOS in a non-equilibrium geometry, from OMol25.

For the HOMO energy, the calculation gives -8.83 eV. The gap between HOMO and LUMO comes out at 8.475 eV. The total energy is -721.47614 a.u. As for the energy above the lowest of the compared OMol25 structures with the same formula, charge and spin: 152.80 kcal/mol.

Geometry (Å):
C 0.874 1.442 0.216
C -1.024 -0.433 -0.746
C -1.401 0.761 -0.556
C 1.129 -0.018 0.385
C 0.273 -1.006 -0.457
N -0.056 2.150 -0.141
O -2.945 -0.792 1.001
S -2.906 -0.261 -0.364
H 1.766 2.027 0.475
H 2.190 -0.291 -0.029
H 1.135 -0.478 1.407
H 0.170 -1.869 0.132
H 0.796 -1.230 -1.323

These are the Löwdin partial charges, in e, on atoms 1 to 8: -0.297, -0.335, -0.223, -0.146, -0.184, 0.163, -0.551, 0.984


Entry 4:
The following is a quantum chemistry calculation of C5H5NS in the gas phase in a non-equilibrium geometry, from OMol25.

For the HOMO energy, the calculation gives -7.89 eV. The gap between HOMO and LUMO comes out at 7.913 eV. The total energy is -646.27752 a.u. As for the energy above the lowest of the compared OMol25 structures with the same formula, charge and spin: 110.01 kcal/mol.

Geometry (Å):
C 3.939 -1.370 -0.914
C 4.440 -0.364 -0.271
C 1.719 -0.950 0.008
C 0.318 0.930 -0.032
C 0.398 -0.601 0.074
N 2.701 -1.331 -0.543
S 4.437 0.939 0.612
H 1.039 1.247 -0.829
H 0.492 1.376 0.902
H -0.638 1.207 -0.367
H -0.023 -1.084 -0.779
H -0.129 -0.867 0.975

These are the Löwdin partial charges, in e, on atoms 1 to 8: -0.203, -0.687, -0.033, -0.062, -0.209, 0.050, 0.667, 0.104


Entry 5:
The following is a quantum chemistry calculation of 2 unconnected molecules or ions with the total composition C5H5NSi in a non-equilibrium geometry, from OMol25.

For the HOMO energy (alpha / beta), the calculation gives -9.73 / -9.73 eV. The gap between HOMO and LUMO (alpha / beta) comes out at 7.334 / 7.335 eV. The total energy is -537.58702 a.u. As for the energy above the lowest of the compared OMol25 structures with the same formula, charge and spin: 65.52 kcal/mol.

Geometry (Å):
C 3.386 -0.023 0.137
C -0.582 -0.901 -0.637
C -0.388 -0.774 0.774
C -0.159 0.214 -1.392
C 0.183 0.337 1.283
N 4.385 -0.508 0.334
Si 0.785 1.255 -0.213
H -0.947 -1.855 -1.130
H -0.654 -1.710 1.262
H 0.102 0.342 -2.382
H 0.344 0.497 2.381
H 1.665 2.277 -0.836

These are the Löwdin partial charges, in e, on atoms 1 to 8: -0.355, -0.137, -0.212, -0.176, -0.188, -0.127, 0.880, 0.132


Entry 6:
The following is a quantum chemistry calculation of a gas-phase ion, C5H5O3S4 (charge -1) in a non-equilibrium geometry, from OMol25.

For the HOMO energy (alpha / beta), the calculation gives -3.55 / -3.55 eV. The net charge is -1. The gap between HOMO and LUMO (alpha / beta) comes out at 6.218 / 6.220 eV. The total energy is -2011.93702 a.u. As for the energy above the lowest of the compared OMol25 structures with the same formula, charge and spin: 83.94 kcal/mol.

Geometry (Å):
C -0.476 0.563 1.750
C -1.165 -0.516 1.342
C 1.588 1.632 -1.207
C -0.755 0.635 -1.192
C 0.541 0.661 -0.465
O 2.393 1.163 -1.960
O 1.496 2.971 -1.023
O 0.342 1.245 0.805
S -2.019 -1.534 2.415
S -1.107 -0.495 -2.415
S -1.562 2.124 -1.282
S 1.353 -0.933 -0.343
H -0.392 0.930 2.790
H -2.116 -2.517 1.464
H -0.148 -1.367 -2.241
H 0.722 3.038 -0.460
H 2.559 -0.944 -0.858

These are the Löwdin partial charges, in e, on atoms 1 to 8: -0.331, -0.631, -0.492, -1.134, -0.833, 0.063, 0.096, -0.217


- Which of these has the highest total energy?
  C5H5NSi


- Number 1 is which compound?
  C5H5NOS


- Look up the total energy of the fifth one.
  -537.58702 a.u.